# C36H52N3O5PdSSi2Te

A molecular structure, C36H52N3O5PdSSi2Te (the ωB97M-V functional and the def2-TZVPD basis, the Open Molecules 2025 dataset).

Positions of all 101 atoms, in Å:
1 Pd 1.13582 1.83878 -1.65386
2 N 0.36360 3.72057 -1.17056
3 C -1.04420 3.59018 -0.74150
4 C -1.57721 2.23114 -1.08895
5 O -2.80200 2.01878 -0.68975
6 O -0.93707 1.39555 -1.73423
7 H 0.89923 4.12705 -0.41024
8 H 0.44255 4.34097 -1.97150
9 H -1.68306 4.34044 -1.21130
10 H -1.13481 3.71994 0.33510
11 O 7.71245 1.33614 -0.11529
12 C 7.24633 2.59702 -0.53168
13 C 5.78150 2.47041 -0.83928
14 C 4.96512 3.58955 -0.94124
15 C 3.63030 3.42858 -1.24060
16 N 3.08455 2.22411 -1.44012
17 C 3.86763 1.12551 -1.35348
18 C 5.20918 1.22127 -1.05417
19 C 3.16416 -0.14360 -1.62708
20 C 3.73386 -1.39701 -1.51705
21 C 2.97686 -2.52347 -1.80804
22 C 3.55081 -3.91027 -1.64219
23 O 4.85970 -3.88957 -1.13833
24 C 1.66066 -2.34226 -2.22874
25 C 1.14444 -1.06989 -2.30397
26 N 1.87511 0.01020 -1.99634
27 H 8.67017 1.36031 -0.01541
28 H 7.75417 2.93840 -1.44193
29 H 7.38677 3.36851 0.23189
30 H 5.35776 4.58748 -0.79367
31 H 2.98201 4.28697 -1.33632
32 H 5.82736 0.33896 -0.97866
33 H 4.75554 -1.52096 -1.18714
34 H 3.47302 -4.45060 -2.58992
35 H 2.91671 -4.43995 -0.92474
36 H 5.49107 -4.10317 -1.83274
37 H 1.03588 -3.18817 -2.48677
38 H 0.12619 -0.88335 -2.61713
39 C -5.74311 -0.54395 -5.46348
40 Si -4.94194 -1.02730 -3.87698
41 C -3.43168 -2.09518 -4.07739
42 C -6.11390 -1.80043 -2.65181
43 C -4.27185 0.62379 -3.07413
44 Te -3.69024 0.27933 -1.12440
45 C -5.42547 0.85789 -0.11224
46 Si -5.56818 0.16759 1.69064
47 C -4.00954 0.70883 2.56153
48 C -5.62302 -1.67978 1.48140
49 C -7.10539 0.90290 2.39647
50 H -6.19432 -1.42658 -5.92484
51 H -5.03313 -0.12707 -6.18001
52 H -6.54012 0.18610 -5.30815
53 H -3.71362 -3.04004 -4.54861
54 H -2.96556 -2.35435 -3.12054
55 H -2.67787 -1.62834 -4.71563
56 H -6.46682 -2.74731 -3.06938
57 H -6.99683 -1.18312 -2.46820
58 H -5.66509 -2.05491 -1.68307
59 H -5.02525 1.41315 -3.04199
60 H -3.39198 0.94011 -3.63904
61 H -6.24163 0.49369 -0.74108
62 H -5.39784 1.95083 -0.16694
63 H -3.16970 0.03666 2.36314
64 H -4.16971 0.70987 3.64233
65 H -3.71632 1.72529 2.28271
66 H -4.75686 -2.06430 0.92921
67 H -6.52866 -1.99986 0.96043
68 H -5.61379 -2.18001 2.45251
69 H -7.00010 1.98343 2.51831
70 H -7.32964 0.48510 3.38052
71 H -7.97244 0.71529 1.75941
72 O 0.69597 1.72064 0.82622
73 S 0.29830 0.61700 1.79747
74 C 1.29687 -0.81458 1.34744
75 C 0.88511 -2.04836 2.10573
76 C -0.42768 -2.51420 2.04847
77 C -0.79991 -3.65925 2.73547
78 C 0.14121 -4.35646 3.48252
79 C 1.45143 -3.90590 3.53500
80 C 1.82204 -2.75506 2.85058
81 C 1.04440 1.05081 3.39665
82 C 2.53131 1.23544 3.34010
83 C 3.37161 0.28453 3.91234
84 C 4.75054 0.41810 3.82476
85 C 5.30035 1.50854 3.16547
86 C 4.46798 2.47047 2.60921
87 C 3.08956 2.33825 2.69774
88 H 2.34594 -0.55413 1.49901
89 H 1.10915 -0.91888 0.27902
90 H -1.16510 -1.97388 1.46118
91 H -1.82168 -4.01408 2.69087
92 H -0.14652 -5.25029 4.01958
93 H 2.18916 -4.44937 4.11039
94 H 2.84821 -2.40928 2.89125
95 H 0.74803 0.25339 4.08207
96 H 0.50994 1.96034 3.67780
97 H 2.94569 -0.55694 4.44676
98 H 5.39431 -0.31717 4.28955
99 H 6.37514 1.62203 3.11286
100 H 4.89652 3.34518 2.13517
101 H 2.44155 3.10122 2.28561

The HOMO energy is -0.5630 Eh. The value obtained for the gap between HOMO and LUMO is 0.2510 Eh. The energy relative to the best compared isomer or geometry (same formula, charge and spin) is 0.0 kJ/mol. The LUMO energy comes out at -0.3120 Eh. The energy comes out at -90226.53090 eV. Its net charge is +3.

Results of the Löwdin charge analysis, in e, for atoms 1 through 4: 1.039, -0.029, -0.095, -0.567

***

# C34H93F6HfN5O27S3

A molecular structure, C34H93F6HfN5O27S3 (the ωB97M-V functional and the def2-TZVPD basis, the Open Molecules 2025 dataset).

Positions of all 169 atoms, in Å:
1 Hf 0.35883 4.43710 2.76822
2 S 2.86455 4.76904 1.10002
3 O 3.38902 6.03078 0.54847
4 O 3.65356 3.58880 0.84036
5 O 2.57740 4.86896 2.54176
6 O 1.47811 4.50794 0.76755
7 C -1.17994 3.05035 7.04169
8 F -0.07038 3.66370 7.47929
9 F -1.75596 2.21672 7.87084
10 F -1.97004 4.05197 6.75947
11 S -0.68291 2.02798 5.38384
12 O -1.86147 1.22006 5.13757
13 O -0.49764 3.02850 4.32615
14 O 0.51961 1.29105 5.83094
15 C -1.19398 -0.09478 1.51588
16 F -0.59108 -0.55097 2.63573
17 F -1.25467 -1.05704 0.54952
18 F -2.41644 0.32647 1.83588
19 S -0.17981 1.37430 0.76710
20 O -0.15557 2.45554 1.79150
21 O 1.17069 0.90961 0.43227
22 O -0.95032 1.89524 -0.36446
23 C -7.04482 1.22464 0.62116
24 O -6.81177 1.53689 1.96208
25 C -5.40977 1.42822 2.20612
26 C -5.06897 1.69903 3.64211
27 N -5.09781 3.12714 3.97926
28 C -4.88224 3.29428 5.42267
29 C -5.00020 4.81079 5.78191
30 O -3.97556 5.60715 5.28684
31 C -4.15186 6.99181 5.36814
32 H -8.03053 1.49065 0.23943
33 H -6.98283 0.14512 0.48371
34 H -6.31293 1.77042 0.02571
35 H -4.89163 2.04305 1.47019
36 H -5.06727 0.43898 1.90247
37 H -4.11144 1.26260 3.92631
38 H -5.81674 1.19344 4.25310
39 H -6.04603 3.41701 3.78707
40 H -3.97926 2.80821 5.79209
41 H -5.70164 2.81294 5.95651
42 H -5.15167 4.80748 6.86134
43 H -5.96158 5.11604 5.36878
44 H -5.09368 7.17435 5.88558
45 H -4.08043 7.50523 4.40929
46 H -3.32851 7.36688 5.97603
47 C -1.13496 0.41698 -8.57174
48 O -1.53595 0.91434 -7.30351
49 C -0.47208 1.50794 -6.55932
50 C -1.06288 2.00698 -5.24788
51 N -1.30411 0.85381 -4.32692
52 C -0.03224 0.36256 -3.70238
53 C -0.28729 -0.86352 -2.79240
54 O -0.45875 -2.03668 -3.58523
55 C -0.96646 -3.14816 -2.80404
56 H -1.96962 0.22034 -9.24463
57 H -0.52235 -0.46297 -8.37551
58 H -0.65832 1.15714 -9.21445
59 H -0.09362 2.35682 -7.12877
60 H 0.40787 0.89916 -6.35160
61 H -1.97592 2.59376 -5.34859
62 H -0.40462 2.74995 -4.79754
63 H -1.58625 0.03765 -4.85073
64 H 0.31506 1.17472 -3.06372
65 H 0.71107 0.18298 -4.47912
66 H -1.09813 -0.57652 -2.12287
67 H 0.59909 -1.00089 -2.17308
68 H -0.26086 -3.23780 -1.97810
69 H -0.93353 -3.99490 -3.48966
70 H -1.94851 -2.87687 -2.41662
71 C 2.29517 -4.41156 0.40767
72 O 2.84702 -3.42003 1.21308
73 C 1.99876 -2.38350 1.65611
74 C 2.88388 -1.25737 2.27905
75 N 3.60729 -0.52054 1.17859
76 C 4.81013 -1.18591 0.71490
77 C 5.78854 -1.74712 1.73985
78 O 6.82256 -2.47808 1.11599
79 C 6.42030 -3.63539 0.39844
80 H 2.11573 -3.91919 -0.54809
81 H 1.43082 -4.97355 0.76145
82 H 3.07933 -5.16145 0.30341
83 H 1.26440 -2.72178 2.38711
84 H 1.44930 -1.94845 0.82128
85 H 3.61218 -1.52899 3.04319
86 H 2.32561 -0.47080 2.78673
87 H 2.94395 -0.28218 0.45522
88 H 5.42065 -0.62036 0.01097
89 H 4.41064 -1.96333 0.06365
90 H 5.28464 -2.42680 2.42705
91 H 6.10354 -0.95105 2.41450
92 H 7.33518 -4.19718 0.21007
93 H 6.01296 -3.31582 -0.56075
94 H 5.76643 -4.27449 0.99184
95 C 4.39731 -7.34528 1.53548
96 O 3.06374 -7.51293 1.07201
97 C 2.77997 -8.92713 0.83997
98 C 1.22947 -9.05580 0.64595
99 N 0.50555 -8.58948 1.83909
100 C -0.92303 -8.14205 1.71215
101 C -1.09856 -6.88158 0.80842
102 O -1.01349 -5.72302 1.64441
103 C -1.27495 -4.51504 1.02290
104 H 4.46883 -6.33606 1.94102
105 H 5.08096 -7.53334 0.70763
106 H 4.58897 -8.01590 2.37312
107 H 3.06247 -9.51651 1.71226
108 H 3.28252 -9.34033 -0.03456
109 H 1.05740 -10.10605 0.41047
110 H 0.98382 -8.50706 -0.26325
111 H 1.04183 -7.75357 2.02290
112 H -1.34292 -8.04474 2.71331
113 H -1.47591 -8.92929 1.19963
114 H -2.07289 -6.80746 0.32542
115 H -0.32572 -6.76122 0.04925
116 H -1.55237 -3.68344 1.67063
117 H -2.06428 -4.53221 0.27140
118 H -0.48489 -4.06978 0.41822
119 C 1.93991 3.67140 -2.14582
120 O 2.29592 3.35740 -3.50450
121 C 2.53806 4.51118 -4.31643
122 C 3.43554 4.07656 -5.49029
123 N 2.84877 3.02189 -6.32315
124 C 3.79008 2.61169 -7.39052
125 C 3.05887 1.64781 -8.37912
126 O 3.85153 0.97845 -9.39391
127 C 4.61468 -0.11076 -9.07855
128 H 0.87864 3.85987 -1.98370
129 H 2.53489 4.53054 -1.83603
130 H 2.21372 2.85407 -1.47866
131 H 3.00773 5.30603 -3.73701
132 H 1.59301 4.85888 -4.73364
133 H 4.32753 3.60810 -5.07439
134 H 3.75281 4.98471 -6.00285
135 H 2.74359 2.23219 -5.70233
136 H 4.68910 2.14909 -6.98327
137 H 4.07350 3.47169 -7.99731
138 H 2.38910 2.19913 -9.03909
139 H 2.47636 0.98542 -7.73879
140 H 5.12619 0.07450 -8.13402
141 H 5.36330 -0.26129 -9.85637
142 H 4.06520 -1.05139 -9.04113
143 O -1.13820 4.98867 1.00652
144 H -2.04465 4.74679 0.81661
145 H -0.97222 5.75137 0.45247
146 O -2.78778 3.40226 2.70931
147 H -3.20828 3.44150 1.85031
148 H -3.51476 3.36724 3.33101
149 O -3.37773 3.90039 0.08141
150 H -2.94768 3.26793 -0.49417
151 H -4.17979 4.14047 -0.38258
152 O 3.26316 0.32069 -1.96573
153 H 2.61612 0.42689 -1.26837
154 H 3.95761 0.94150 -1.74533
155 O -2.67948 2.42925 -2.25156
156 H -2.30527 2.04488 -3.04431
157 H -2.00899 2.29725 -1.58129
158 O 1.89094 2.61391 3.66296
159 H 2.00587 2.28079 4.55293
160 H 2.67774 2.33063 3.19720
161 C -5.12001 -1.47205 5.22176
162 C -3.65542 -1.51046 4.65173
163 O -2.76047 -1.15423 5.68866
164 H -5.84083 -1.35954 4.41192
165 H -5.20227 -0.60977 5.88344
166 H -5.38182 -2.43196 5.66686
167 H -3.48264 -0.84555 3.80548
168 H -3.41167 -2.53981 4.38884
169 H -2.52135 -0.23254 5.56663

The HOMO energy is -0.2825 Eh. The value obtained for the gap between HOMO and LUMO is 0.1407 Eh. The LUMO energy comes out at -0.1417 Eh. The energy comes out at -149608.56670 eV.

Results of the Löwdin charge analysis, in e, for atoms 1 through 4: 2.220, 0.250, -0.293, -0.266